4 unconnected molecules or ions with the total composition C3H12O4 in a non-equilibrium geometry. Source: the OMol25 dataset; level of theory: the ωB97M-V functional and the def2-TZVPD basis.

Output
2S+1: 1
HOMO-LUMO gap: 9.164 eV
SMILES string: C=CCO.O.O.O
Largest force on an atom: 2.58 eV/A

Last column: Löwdin charge in e.
Positions of all 19 atoms, in Å:
C (0.0481, 0.8418, -1.7537)  -0.01
C (0.0997, 0.1725, -0.5710)  -0.13
C (1.3065, 0.3916, 0.3924)  -0.29
O (0.9486, 1.0670, 1.5849)  -0.08
H (-0.9381, 1.1025, -2.1468)  0.04
H (0.7999, 0.7587, -2.5394)  0.07
H (-0.5091, -0.6815, -0.2740)  0.09
H (1.4715, -0.6235, 0.8014)  0.11
H (2.0922, 0.9404, -0.1310)  0.11
H (0.4867, 1.8547, 1.2520)  0.08
O (2.6517, 3.9126, 1.5863)  -0.07
H (3.1125, 4.5251, 2.1764)  0.04
H (2.7726, 4.4141, 0.7608)  0.04
O (-3.3085, -2.0465, 0.1604)  -0.05
H (-2.6069, -2.1364, 0.7988)  0.02
H (-4.1576, -2.2805, 0.5520)  0.04
O (-1.0882, -4.1025, -1.1238)  -0.07
H (-1.2546, -4.4351, -0.2260)  0.04
H (-1.9270, -3.6749, -1.2997)  0.01